1.
DFT (wB97M-V/def2-TZVPD) results for a single C4H7N3O molecule at a distorted geometry.

Atoms and positions in Å:
H 1.501 0.035 -2.546
N 0.618 -0.462 -2.980
C -0.264 -0.013 -2.204
N 0.205 0.952 -1.302
C 0.286 1.099 -0.056
N 0.027 0.178 0.939
C -0.654 -1.073 0.646
C 0.393 0.449 2.236
O 0.262 -0.312 3.156
H -1.327 -0.224 -2.294
H 0.602 2.070 0.321
H -0.637 -1.681 1.545
H -0.148 -1.601 -0.167
H -1.686 -0.877 0.362
H 0.820 1.462 2.346

- Kohn-Sham gap: 10.1842 eV
- Spin multiplicity: 1
- Net charge: 0
- Energy above the lowest of the compared OMol25 structures with the same formula, charge and spin: 38.9 kcal per mole
- HOMO: -9.6 eV
- Lowest unoccupied orbital energy: 0.61 eV

=====

2.
DFT (wB97M-V/def2-TZVPD) results for 2 unconnected molecules or ions with the total composition C4H11NO at a distorted geometry.

Atoms and positions in Å:
C 5.097 -2.798 3.024
C 5.777 -2.878 1.847
C 5.125 -2.421 0.583
H 5.675 -3.027 3.999
H 4.340 -2.067 3.266
H 6.648 -3.499 1.650
H 5.910 -2.442 -0.210
H 4.259 -3.046 0.140
H 4.778 -1.406 0.716
N -4.533 2.452 -2.845
C -5.029 1.971 -1.495
O -5.264 2.937 -0.511
H -5.204 2.865 -3.533
H -3.639 2.718 -2.972
H -6.079 1.611 -1.644
H -4.267 1.236 -1.150
H -4.394 3.160 -0.017

- Kohn-Sham gap: 10.3038 eV
- Spin multiplicity: 1
- Net charge: 0
- Energy above the lowest of the compared OMol25 structures with the same formula, charge and spin: 66.2 kcal per mole
- HOMO: -9.3 eV
- Lowest unoccupied orbital energy: 1.00 eV

=====

3.
DFT (wB97M-V/def2-TZVPD) results for a single C6H8O2 molecule at a distorted geometry.

Atoms and positions in Å:
C -1.383 -0.329 -0.930
C -1.598 0.277 0.170
C -0.295 0.514 0.927
C 0.165 -0.881 0.602
C -0.061 -0.940 -0.842
O 1.075 0.208 -1.337
C 1.679 0.956 -0.287
O 0.492 1.544 0.362
H -2.070 -0.273 -1.751
H -2.662 0.791 0.515
H -0.594 0.557 2.112
H 1.105 -1.335 0.820
H -0.480 -1.607 1.163
H -0.066 -1.788 -1.544
H 2.342 0.573 0.707
H 2.352 1.732 -0.687

- Kohn-Sham gap: 10.3648 eV
- Spin multiplicity: 1
- Net charge: 0
- Energy above the lowest of the compared OMol25 structures with the same formula, charge and spin: 112.9 kcal per mole
- HOMO: -9.5 eV
- Lowest unoccupied orbital energy: 0.87 eV

=====

4.
DFT (wB97M-V/def2-TZVPD) results for a single C2H4N4O molecule at a distorted geometry.

Atoms and positions in Å:
N 1.957 -0.381 0.060
N 0.625 0.022 0.005
C 0.242 1.296 0.008
N -1.058 1.339 -0.019
C -1.414 0.000 -0.069
O -2.679 -0.354 0.099
N -0.414 -0.860 -0.109
H 2.187 -0.894 -0.777
H 2.246 -0.911 0.845
H 0.973 2.045 -0.025
H -2.665 -1.302 -0.018

- Kohn-Sham gap: 10.2134 eV
- Spin multiplicity: 1
- Net charge: 0
- Energy above the lowest of the compared OMol25 structures with the same formula, charge and spin: 38.3 kcal per mole
- HOMO: -9.3 eV
- Lowest unoccupied orbital energy: 0.90 eV

=====

5.
DFT (wB97M-V/def2-TZVPD) results for 2 unconnected molecules or ions with the total composition C4H7NO3S at a distorted geometry.

Atoms and positions in Å:
C -0.014 0.363 -1.670
C -1.063 1.070 -0.783
C -0.995 0.514 0.566
S -2.419 -0.610 0.900
O -3.529 -0.011 0.183
O -2.517 -0.113 2.485
H -0.008 0.839 -2.646
H -0.267 -0.687 -1.789
H 0.974 0.439 -1.228
H -2.055 0.971 -1.244
H -0.780 2.127 -0.728
H -1.625 -0.091 2.863
N 0.355 -0.239 2.898
C 0.992 -0.232 1.881
O 1.586 -0.326 0.895
H 0.646 -0.171 3.850

- Kohn-Sham gap (spin up / spin down): 7.4071 / 7.3973 eV
- Spin multiplicity: 1
- Net charge: 0
- Energy above the lowest of the compared OMol25 structures with the same formula, charge and spin: 95.9 kcal per mole
- HOMO (spin up / spin down): -8.7 / -8.7 eV
- Lowest unoccupied orbital energy (spin up / spin down): -1.30 / -1.28 eV

=====

6.
DFT (wB97M-V/def2-TZVPD) results for a molecular structure, C26H60O20PS7Tl at a distorted geometry.

Atoms and positions in Å:
Tl 0.718 -2.330 2.323
P 0.154 -0.374 -0.156
O 0.901 0.152 1.200
O -1.141 -0.934 0.462
O 0.935 -1.701 -0.450
O 0.055 0.621 -1.381
C 2.050 3.657 -2.843
C 2.676 2.451 -2.072
C 2.708 1.132 -2.799
O 4.151 0.987 -3.081
C 4.835 1.921 -2.486
O 6.021 1.803 -2.262
O 4.069 2.821 -2.006
H 2.042 4.477 -2.125
H 1.092 3.432 -3.310
H 2.657 4.069 -3.649
H 2.162 2.360 -1.115
H 2.065 1.076 -3.677
H 2.329 0.308 -2.194
C -3.997 0.543 -2.032
C -3.896 0.181 -0.616
C -3.368 1.226 0.373
O -4.476 1.545 1.212
C -5.573 0.733 0.906
O -6.658 0.738 1.456
O -5.265 -0.079 -0.153
H -2.938 0.507 -2.288
H -4.333 1.570 -2.173
H -4.492 -0.280 -2.547
H -3.219 -0.673 -0.641
H -3.127 2.158 -0.138
H -2.549 0.871 0.998
C -1.472 -1.774 -3.942
C -0.024 -1.316 -4.143
C 0.976 -2.139 -3.432
O 1.898 -2.411 -4.430
C 1.458 -2.051 -5.621
O 2.058 -2.257 -6.652
O 0.283 -1.506 -5.467
H -1.771 -1.591 -2.910
H -1.536 -2.842 -4.148
H -2.188 -1.366 -4.655
H 0.036 -0.289 -3.782
H 0.618 -3.042 -2.939
H 1.395 -1.549 -2.618
C -3.554 -0.401 5.081
S -2.509 -0.225 3.591
O -1.139 -0.834 4.043
C -3.365 -1.662 2.830
H -3.089 0.242 5.828
H -3.410 -1.445 5.359
H -4.605 -0.136 4.963
H -3.401 -2.499 3.526
H -2.977 -1.836 1.826
H -4.361 -1.222 2.790
C 4.889 0.994 2.996
S 4.635 -0.511 2.070
O 3.493 -1.197 2.811
C 3.883 0.096 0.527
H 5.543 1.677 2.453
H 5.332 0.808 3.974
H 3.957 1.555 3.065
H 3.102 0.822 0.753
H 3.541 -0.790 -0.009
H 4.654 0.497 -0.131
C -0.152 3.138 0.708
S -1.065 4.686 1.231
O -2.537 4.356 0.964
C -0.904 4.354 3.010
H 0.541 2.785 1.471
H 0.246 3.166 -0.307
H -0.874 2.329 0.595
H 0.134 4.523 3.297
H -1.325 3.364 3.187
H -1.402 5.173 3.529
C -1.994 3.746 -2.370
S -1.687 3.847 -4.238
O -0.545 4.807 -4.391
C -1.123 2.120 -4.502
H -2.913 3.197 -2.168
H -2.146 4.708 -1.880
H -1.139 3.262 -1.897
H -0.821 1.996 -5.542
H -1.890 1.387 -4.253
H -0.334 1.993 -3.761
C 5.328 -3.933 0.093
S 3.722 -4.697 0.642
O 3.112 -3.763 1.702
C 2.808 -4.448 -0.915
H 5.954 -3.767 0.970
H 5.384 -3.025 -0.507
H 5.834 -4.671 -0.530
H 3.272 -5.031 -1.711
H 2.678 -3.422 -1.257
H 1.844 -4.877 -0.641
C -1.652 -4.023 -0.860
S -2.239 -4.837 0.668
O -1.656 -3.989 1.811
C -4.038 -4.398 0.562
H -2.077 -4.555 -1.711
H -0.571 -3.903 -0.935
H -2.130 -3.043 -0.853
H -4.036 -3.335 0.324
H -4.435 -4.520 1.570
H -4.596 -4.961 -0.187
C 0.743 0.821 6.608
S 1.881 0.256 5.291
O 1.291 -1.081 4.907
C 1.379 1.507 4.009
H -0.329 0.752 6.419
H 0.871 1.866 6.888
H 0.940 0.216 7.493
H 1.598 2.555 4.214
H 0.307 1.368 3.866
H 1.807 1.234 3.044

- Kohn-Sham gap (spin up / spin down): 8.0047 / 6.5451 eV
- Spin multiplicity: 2
- <S²>: 0.765
- Net charge: -1
- HOMO (spin up / spin down): -6.1 / -6.0 eV
- Lowest unoccupied orbital energy (spin up / spin down): 1.89 / 0.51 eV

=====

Number 1: energy -396.08643 a.u.. Number 2: energy -288.91149 a.u.. Number 3: energy -383.73020 a.u.. Number 4: energy -372.83937 a.u.. Number 5: energy -835.10975 a.u.. Number 6: energy -5832.56444 a.u..